Record 1
The following is a quantum chemistry calculation of C27H43BrN2OP2Sn as an isolated structure at a distorted geometry, from the Open Molecules 2025 dataset.

```
77
Properties=species:S:1:pos:R:3:forces:R:3:lowdin_charge:R:1
H 2.230 -0.756 -3.487 -0.4 -0.1 -0.1 0.119
H 2.446 4.582 1.469 -0.4 -0.1 0.0 0.074
H -2.569 2.233 0.696 -0.1 -0.1 -0.1 0.064
H -0.814 2.512 -1.879 -0.1 -0.3 0.1 0.074
H 1.004 0.904 3.679 0.2 0.3 0.0 0.069
H 3.652 3.013 -0.166 0.1 -0.2 0.2 0.076
H 2.918 0.561 -0.017 0.1 0.1 0.3 0.083
H -4.901 -0.927 -2.830 0.2 0.0 0.2 0.093
H -1.733 -2.967 -5.466 0.3 0.2 0.0 0.117
H -0.154 0.980 -2.425 -0.1 0.1 0.0 0.065
H 0.575 2.607 3.451 0.1 -0.3 0.0 0.090
P -1.961 0.578 -0.919 -0.8 1.2 -0.9 0.838
H -0.143 3.186 0.494 0.3 0.1 0.1 0.061
C 0.721 -0.802 -5.081 0.5 -0.7 0.6 -0.126
C -0.863 -2.498 -5.001 0.8 -0.4 0.5 -0.122
Br 4.638 -3.532 4.275 -0.3 -0.2 -0.7 0.755
C 3.058 1.172 0.891 -0.1 -0.5 -0.1 -0.380
H -0.726 -3.939 -3.341 0.0 0.5 -0.2 0.124
C -0.326 -3.038 -3.816 0.0 0.7 -0.3 -0.003
C 4.021 2.325 0.608 0.3 0.2 0.1 -0.120
H 1.109 0.072 -5.611 -0.2 -0.4 0.0 0.118
C 2.666 2.289 3.929 0.1 0.2 0.2 -0.120
N -0.344 -1.423 -5.595 -0.4 0.4 0.0 0.067
H 3.464 0.503 1.666 -0.1 0.1 -0.3 0.088
H -1.277 2.291 -4.280 0.1 -0.2 0.2 0.094
H 4.620 -4.733 1.457 -0.2 0.3 0.0 0.118
H -3.328 -1.342 4.575 0.2 -0.3 -0.3 0.150
O -1.589 -0.912 2.794 -1.2 -1.2 0.9 -0.236
H -4.313 3.564 -0.435 0.2 -0.2 -0.1 0.092
C -1.098 1.519 -2.259 0.5 0.0 0.2 -0.378
H -2.239 -3.236 1.219 0.3 0.0 0.5 0.107
H -0.839 -3.626 2.311 -0.6 0.3 -0.1 0.102
H -2.511 -4.061 2.790 0.3 -0.2 -0.5 0.096
H -4.945 0.337 -1.596 0.1 -0.2 -0.1 0.072
P 1.380 1.615 1.447 -0.2 0.7 0.1 0.844
Sn -0.362 -0.420 1.034 0.0 -0.2 -2.1 1.178
H 4.251 2.908 1.510 -0.1 -0.2 -0.2 0.074
H -3.580 -3.005 4.077 0.1 0.3 0.3 0.132
C 1.362 1.859 3.253 -0.2 -0.1 0.3 -0.399
C -1.835 1.656 -3.582 -0.4 0.1 -0.5 -0.132
C 3.457 -3.423 2.757 0.7 -0.3 0.4 -0.642
H -3.214 -1.451 -1.086 0.0 0.1 -0.1 0.076
H 3.506 1.611 3.714 -0.3 0.2 0.1 0.077
C 0.732 -2.324 -3.222 -0.1 0.2 -0.3 -0.245
H 4.965 1.896 0.250 -0.2 0.2 0.0 0.092
C 1.830 -2.928 0.560 0.0 0.0 1.1 -0.270
C -3.008 -0.649 -1.811 0.2 -0.5 0.3 -0.370
H -2.903 3.474 -1.501 -0.1 -0.1 0.2 0.073
H 2.953 3.313 3.640 -0.1 -0.4 0.1 0.076
C -3.690 2.878 -1.026 -0.3 0.3 -0.2 -0.132
H -2.408 -1.113 -2.607 0.0 0.2 0.2 0.075
N -3.061 -2.139 3.999 0.4 0.1 -0.7 0.223
C 0.948 3.204 0.663 -0.3 0.1 -0.3 -0.400
C -4.320 -0.119 -2.370 -0.5 0.2 -0.3 -0.130
H -4.330 2.482 -1.822 0.2 0.1 0.2 0.062
C -1.903 -3.314 2.269 0.0 -0.4 0.0 0.017
H 0.954 4.495 2.440 0.1 0.0 -0.3 0.073
C 2.929 -3.808 0.419 0.4 0.2 0.9 0.014
C 3.758 -4.072 1.536 -0.9 0.7 0.0 -0.061
H -1.972 0.690 -4.079 0.1 0.1 0.1 0.068
H 3.143 -4.238 -0.569 0.0 0.2 0.6 0.135
H 0.566 -1.900 2.117 1.5 -1.4 -0.3 -0.056
C -2.159 -2.046 3.014 -0.1 1.6 0.8 -0.490
H 0.957 5.336 0.871 0.1 -0.2 0.3 0.091
C 1.494 -2.465 1.847 0.0 0.1 1.0 -0.184
C -3.121 1.773 -0.137 -0.2 0.2 0.3 -0.402
H -2.821 2.118 -3.470 0.3 -0.1 0.0 0.057
C 1.143 -2.472 -0.614 0.3 -1.0 -2.7 -0.068
H 1.410 3.190 -0.335 -0.2 0.0 0.2 0.086
C 2.313 -2.658 2.952 0.2 -0.4 -0.9 -0.136
C 1.343 -1.244 -3.899 -0.8 -0.1 -0.3 -0.008
H 2.054 -2.194 3.901 0.2 -0.3 -0.1 0.109
C 1.353 4.469 1.418 0.2 0.3 -0.1 -0.120
H -4.171 0.632 -3.151 0.0 -0.2 0.2 0.059
H 2.494 2.287 5.015 0.2 0.0 -0.3 0.090
C 1.058 -2.551 -1.850 -0.2 0.6 2.1 0.051
H -3.946 1.214 0.329 0.3 0.0 -0.1 0.091
```
Positions in Å, forces in eV/Å.

Results
- net charge = +2
- E_HOMO (eV) = -12.788
- relative energy (zero: lowest compared OMol25 entry of this formula, charge and spin) (kcal/mol) = 12.4
- HOMO-LUMO gap (eV) = 6.49

Record 2
The following is a quantum chemistry calculation of one molecule with the formula C9H7ClFNO2S at a distorted geometry, from the Open Molecules 2025 dataset.

```
22
Properties=species:S:1:pos:R:3:forces:R:3:nbo_charge:R:1
C -3.884 -0.068 -0.662 -0.1 -0.6 0.0 0.386
C -1.291 0.801 0.051 -3.1 -1.1 -0.7 0.308
C -3.701 1.342 -0.479 0.1 0.4 0.2 -0.277
H 2.441 0.210 -1.791 0.1 -1.4 -1.0 0.230
H -1.112 -1.189 0.653 -0.1 -0.4 0.0 0.258
O -0.105 1.310 0.268 1.2 -0.6 -0.3 -0.348
H -4.407 2.270 -0.597 1.1 -2.6 0.1 0.278
O 1.955 3.044 -0.365 -0.3 0.1 -0.1 -0.934
C -2.900 -1.030 -0.503 -3.0 0.9 -0.6 -0.258
C 1.271 -0.744 0.110 -0.5 0.5 0.1 0.122
S 2.453 1.676 -0.157 1.2 0.5 0.7 1.262
H 4.190 0.756 -1.707 -0.8 0.1 0.3 0.246
H -3.213 -2.078 -0.679 0.5 0.8 0.2 0.244
C 1.017 0.586 0.071 -0.1 2.7 -0.4 -0.076
Cl -2.038 3.335 0.059 -0.1 -0.1 0.1 0.003
H -0.844 -1.011 -1.118 -1.1 0.8 1.7 0.255
N 1.742 -1.781 0.017 0.8 -2.2 0.0 -0.272
C 3.116 1.025 -1.750 0.2 -0.5 1.5 -0.800
F -5.149 -0.418 -1.000 0.4 -0.3 0.1 -0.323
H 2.921 1.695 -2.538 -0.4 1.0 -0.8 0.247
C -2.408 1.618 -0.099 1.4 2.7 0.3 -0.041
C -1.529 -0.643 -0.200 2.5 -0.8 -1.3 -0.511
```
Positions in Å, forces in eV/Å.

Results
- E_HOMO (spin up / spin down) (eV) = -8.529 / -7.768
- relative energy (zero: lowest compared OMol25 entry of this formula, charge and spin) (kcal/mol) = 35.4
- HOMO-LUMO gap (spin up / spin down) (eV) = 7.27 / 6.00

Record 3
The following is a quantum chemistry calculation of a 9-piece molecular cluster, C19H56O9 overall at a distorted geometry, from the Open Molecules 2025 dataset.

```
84
Properties=species:S:1:pos:R:3:forces:R:3:lowdin_charge:R:1
O 4.031 -1.680 -0.213 1.2 0.7 0.5 -0.133
H -4.627 1.251 -4.335 0.2 -0.1 -0.2 0.079
H 1.414 0.236 0.824 0.5 0.2 -0.3 0.074
O 1.915 3.185 0.923 0.0 -0.1 -1.2 -0.132
C 2.076 -0.760 4.056 0.3 -0.5 0.7 -0.041
H 0.659 -3.769 -2.524 0.6 -0.2 0.1 0.082
C -1.398 -1.461 2.774 1.8 -0.7 1.4 -0.035
H 0.595 1.258 -0.387 0.2 0.0 0.0 0.041
H 0.915 2.631 -2.160 0.3 0.2 -0.2 0.080
H -1.687 -1.810 6.267 -0.5 0.0 0.1 0.083
H -1.539 -0.389 5.252 -0.1 0.3 0.2 0.070
O 1.722 -0.358 -1.154 0.5 0.7 0.4 -0.127
H -0.900 -1.231 -5.639 -0.5 0.2 0.7 0.062
H 1.027 -0.476 3.979 0.1 0.2 0.1 0.054
H -2.349 -0.939 2.668 -0.1 -0.3 0.2 0.066
H -0.477 -2.826 -5.964 0.4 -0.3 0.0 0.081
H 3.140 1.463 6.545 0.3 0.0 -0.3 0.085
C -3.702 -0.078 -2.864 -1.3 1.5 1.5 -0.475
H 0.816 -4.384 -4.174 -0.2 0.1 -0.1 0.082
H -0.851 -0.834 -3.000 -0.5 0.2 -0.2 0.045
H 2.112 -1.849 4.070 -0.1 -0.1 0.0 0.077
H 1.352 1.702 -5.028 -0.4 -0.2 -0.1 0.069
C -4.397 1.246 -3.269 -0.1 -0.9 -0.1 -0.042
H -0.216 4.062 -3.850 -0.5 0.0 0.0 0.128
C -0.214 -2.006 -5.296 -0.1 0.4 -0.6 -0.058
H 0.069 -0.410 0.022 -0.5 0.1 -0.1 0.072
H 2.631 -0.971 6.153 0.1 -0.2 0.0 0.127
C 3.720 -3.025 -0.381 -1.4 0.3 -0.4 -0.184
H 0.764 3.039 -6.027 0.3 0.1 -0.1 0.074
C 1.055 2.751 -5.017 -0.7 0.0 -0.1 -0.055
H 4.490 -0.651 4.318 -0.2 -0.2 0.0 0.070
C 0.149 2.161 -2.776 0.2 1.4 0.3 -0.060
H -3.906 0.486 -0.714 -0.3 0.1 -0.3 0.074
H 1.327 3.935 0.812 0.0 0.0 0.3 0.074
H 1.970 3.256 -4.709 -0.3 0.5 0.1 0.078
H -0.597 -0.745 2.588 -0.1 0.4 0.3 0.033
C -1.945 -1.400 5.291 1.0 0.9 0.2 -0.076
C 0.923 0.246 -0.149 -0.3 -0.9 0.3 -0.142
H -4.358 -0.890 -3.179 -0.7 -0.2 1.2 0.139
H 2.708 3.931 2.642 0.2 -0.4 0.5 0.089
H -1.748 1.822 -4.012 0.2 -0.1 0.1 0.028
H 3.537 -1.162 -0.853 -0.4 0.2 0.1 0.040
H -2.929 -3.255 3.983 0.1 0.4 0.0 0.079
H 3.764 -3.294 -1.436 0.7 -0.6 0.0 0.071
C 2.409 1.096 5.824 -0.8 1.0 0.6 -0.067
H 2.656 -3.126 -0.166 -0.3 -0.5 0.4 0.066
H 0.746 -1.572 -5.574 0.3 -0.4 0.2 0.082
H -0.231 -2.418 4.587 0.0 -0.3 -0.7 0.120
O -1.765 2.040 3.397 0.9 0.0 -0.1 -0.147
H -2.504 2.733 1.641 0.1 0.1 -0.5 0.075
O -2.604 -0.297 -3.648 2.2 -0.1 -1.4 -0.071
C 2.282 3.002 2.263 -0.7 -0.6 0.1 -0.163
H 1.787 -2.990 -3.714 0.0 0.0 0.3 0.085
O 4.228 -0.129 5.080 -0.8 -0.2 0.4 -0.074
O -0.139 -1.466 -2.875 -0.2 -0.4 -0.3 -0.078
H 1.126 -0.596 -1.868 -0.1 -0.5 -0.3 0.023
H 4.303 -3.641 0.305 0.1 0.0 -0.4 0.081
H -1.280 -2.992 -3.830 -0.2 0.0 0.8 0.132
H 2.905 2.109 2.313 0.8 0.5 -0.2 0.079
H 0.512 1.146 -2.941 -0.3 0.1 -0.5 0.063
C -1.236 -2.200 4.227 -3.0 0.8 -2.2 -0.417
C -0.152 2.997 -4.075 1.5 -2.7 1.3 -0.418
C 0.826 -3.482 -3.562 -0.7 -0.1 0.3 -0.048
H -2.975 -0.509 -4.508 0.6 0.0 -0.4 0.112
O -1.987 -3.418 4.076 1.2 -1.0 0.3 -0.081
H -1.225 -2.197 1.989 -0.5 -0.2 0.1 0.068
H -2.642 1.666 3.509 0.0 0.1 -0.4 0.063
H -1.068 3.523 2.195 0.5 -0.3 -0.3 0.078
H -5.381 1.253 -2.802 0.2 0.5 0.4 0.082
C -3.214 -0.031 -1.378 -0.9 -0.6 -0.3 -0.019
H -1.001 1.824 1.415 0.4 0.2 0.2 0.061
H -0.696 2.140 -2.088 -0.4 -0.1 -0.2 0.065
H -2.265 0.489 -1.250 0.1 0.0 -0.5 0.060
H -3.759 2.109 -3.078 -0.3 0.1 0.3 0.080
C -1.515 2.539 2.057 -1.9 0.0 1.2 -0.123
H -3.106 -1.030 -0.955 0.2 -0.1 -0.2 0.079
H 1.425 2.627 2.823 -0.4 0.6 0.5 0.057
C 2.776 -0.259 5.341 1.5 -0.1 -1.2 -0.434
H 2.290 1.812 5.011 0.2 0.0 0.0 0.068
O -1.348 2.446 -4.621 0.0 0.8 -0.8 -0.060
H -3.019 -1.326 5.122 0.0 -0.2 0.1 0.082
H 1.487 1.116 6.406 -0.4 -0.3 -0.2 0.080
C -0.305 -2.504 -3.851 0.9 0.4 -1.3 -0.458
H 2.617 -0.492 3.148 -0.1 0.5 0.0 0.073
```
Positions in Å, forces in eV/Å.

Results
- E_HOMO (eV) = -9.309
- relative energy (zero: lowest compared OMol25 entry of this formula, charge and spin) (kcal/mol) = 108.5
- HOMO-LUMO gap (eV) = 9.60

Record 4
The following is a quantum chemistry calculation of C23H50Cl12O5 as an isolated structure at a distorted geometry, from the Open Molecules 2025 dataset.

```
90
Properties=species:S:1:pos:R:3:forces:R:3:lowdin_charge:R:1
H 5.303 3.191 0.762 -0.3 0.3 0.3 0.093
H -1.152 -0.147 -6.791 -0.7 0.9 0.5 0.126
C 4.404 2.022 -0.571 -1.2 -2.5 -2.1 -0.289
C -0.148 3.081 -4.778 1.2 1.4 1.9 -0.091
Cl 5.104 -8.640 4.420 0.1 0.1 -0.4 0.528
O -0.469 1.435 1.442 -0.4 0.5 0.3 -0.177
H 1.054 -2.624 0.884 -0.2 0.7 -0.1 0.097
H -2.462 1.340 -8.366 -0.4 -0.4 1.1 0.092
H 1.313 3.177 2.083 0.0 -0.7 0.0 0.085
Cl -1.065 7.111 1.851 0.3 0.9 0.3 0.563
C -2.061 0.430 -6.408 1.5 0.1 0.1 -0.290
H 1.688 0.732 -2.871 0.1 0.2 -1.4 0.096
C 4.804 -6.929 4.749 0.6 0.3 -1.8 -2.095
O -1.695 1.713 -5.829 0.6 -1.2 0.1 -0.203
H -1.128 -0.519 1.601 0.0 0.5 -0.6 0.122
Cl -2.739 6.232 -0.298 -0.1 0.2 -0.5 0.545
O 0.985 -4.497 0.103 0.4 0.7 -0.3 -0.128
H 1.235 2.159 3.539 0.0 0.3 -0.5 0.087
C -0.797 -2.486 6.362 -0.5 0.6 1.4 -0.087
H -1.015 1.279 -3.892 0.0 0.0 0.2 0.114
H 1.655 -3.457 3.256 -0.6 -1.0 -1.5 0.110
H 2.604 2.091 2.531 1.0 -0.5 -0.4 0.052
C -1.084 0.326 0.861 -1.0 -0.8 -0.7 -0.302
H 5.357 1.892 -1.017 1.0 0.4 -1.2 0.096
Cl -5.124 0.124 -4.064 0.1 -0.5 -0.4 0.544
H -3.404 -0.402 3.914 -0.1 0.0 0.2 0.113
H -2.445 -0.200 -5.593 -0.5 0.0 -0.4 0.089
H 3.545 3.257 0.863 -1.1 0.3 1.0 0.026
C 4.358 3.252 0.202 1.3 1.9 -0.3 -0.075
C -3.353 1.468 5.074 0.7 1.1 -0.2 -0.090
H 4.401 4.241 -0.356 -0.2 -1.4 0.3 0.112
H -1.444 -2.072 4.338 0.3 0.3 0.4 0.111
H -3.908 1.243 -7.256 0.8 -0.2 -0.2 0.070
Cl -7.474 1.677 -3.487 -0.1 -0.1 0.1 0.525
H -3.030 0.984 1.177 -1.1 0.1 0.7 0.052
C -2.482 0.663 0.325 1.0 0.1 0.3 -0.071
H 0.019 3.438 -5.780 0.4 0.0 -0.4 0.074
H 0.792 3.200 -4.132 -1.2 -0.2 -1.0 0.085
H -3.343 -0.147 -8.154 0.4 -0.2 0.5 0.070
H -0.229 -0.838 4.959 -0.8 -1.1 0.3 0.127
H 0.100 -3.897 2.518 -0.8 -0.2 0.3 0.057
C 0.831 1.073 1.772 1.8 -1.0 -1.5 -0.325
H -3.826 2.001 4.253 0.2 0.2 -0.3 0.067
H -0.643 -1.997 7.365 -0.2 -0.1 -1.1 0.092
C 3.702 0.886 -2.626 0.3 0.3 0.3 -0.278
H 4.387 1.109 0.016 -0.3 0.0 1.0 0.115
C -0.618 1.677 -4.823 -1.1 -0.6 -1.8 -0.264
Cl 6.285 -5.953 4.613 0.4 -0.3 0.1 0.503
H 0.197 1.028 -5.184 -0.3 0.0 0.1 0.102
C 1.518 -3.581 1.052 0.1 -0.2 0.2 -0.311
H 0.751 -5.570 -2.396 -0.2 -1.2 -0.1 0.059
H -2.422 1.536 -0.309 0.1 0.1 -0.5 0.053
H -1.918 0.621 3.775 -0.9 -1.0 1.2 0.128
H 3.959 -0.150 -2.248 -0.5 1.0 -0.1 0.129
C -2.725 0.215 4.516 1.5 0.0 -0.2 -0.279
H 0.769 -2.895 -1.197 -0.1 0.7 0.5 0.102
C 0.300 -4.623 -2.215 -0.7 0.7 -0.2 -0.078
H -2.537 2.115 5.476 -0.6 -0.4 -0.3 0.091
Cl -5.094 1.870 -1.869 0.1 0.3 0.9 0.558
H -2.975 -0.161 -0.207 0.3 0.2 0.3 0.082
H 2.163 -3.905 -1.455 0.5 0.0 -0.2 0.118
H 2.598 -3.413 1.020 0.2 -0.4 -0.7 0.122
H 2.488 1.976 -4.003 -0.2 -1.4 0.4 0.086
Cl 4.202 -6.813 6.311 -1.0 0.4 1.8 0.593
H 1.450 0.788 0.856 -0.9 0.4 0.5 0.133
C -1.113 -1.505 5.238 -0.4 1.3 -0.6 -0.259
C -5.706 1.663 -3.474 -0.3 0.1 -0.3 -2.110
H 2.588 0.221 -4.367 0.0 -1.4 -1.4 0.045
H 0.811 0.134 2.337 0.0 0.1 0.4 0.109
Cl -5.141 2.965 -4.500 0.2 0.2 -0.3 0.544
H -4.130 1.432 5.817 -0.2 -0.8 0.5 0.065
Cl -1.758 4.399 1.685 0.6 -0.9 -0.3 0.528
H 1.365 -5.134 2.548 -0.1 0.5 -0.1 0.043
Cl 3.709 -6.215 3.513 -0.1 -0.5 0.4 0.515
C -2.326 6.029 1.384 -0.4 -1.0 0.3 -2.124
C 1.115 -3.918 -1.185 0.2 0.1 -0.1 -0.324
C 1.548 2.164 2.472 -1.3 1.5 2.0 -0.077
Cl -3.779 6.139 2.373 -0.4 0.8 0.2 0.519
O -2.180 -0.569 5.610 0.5 -0.4 -0.8 -0.186
H -1.549 -3.271 6.528 -0.1 0.5 -0.3 0.076
H 0.112 -3.019 6.176 0.7 -0.2 -0.4 0.050
C -2.976 0.715 -7.581 -0.9 0.8 -0.7 -0.096
H -0.752 -4.659 -1.812 0.9 -0.3 -0.9 0.103
O 3.337 1.812 -1.560 1.2 -0.1 -0.1 -0.176
C 1.150 -4.060 2.404 0.7 0.3 2.2 -0.105
C 2.525 0.918 -3.603 -0.2 2.3 3.1 -0.085
H 0.388 -4.069 -3.185 -0.4 -0.3 0.9 0.093
H -0.879 3.777 -4.344 0.0 -0.4 0.0 0.079
H 4.589 1.255 -3.150 0.2 0.1 0.2 0.108
H -0.465 0.056 0.015 0.3 -0.6 -0.3 0.105
```
Positions in Å, forces in eV/Å.

Results
- E_HOMO (eV) = -9.636
- HOMO-LUMO gap (eV) = 9.94

| no. | total energy (a.u.) |
| --- | --- |
| 1 | -4709.797243 |
| 2 | -1510.425380 |
| 3 | -1434.513476 |
| 4 | -6804.623150 |